[1]
# C41H91N5O3

6 unconnected molecules or ions with the total composition C41H91N5O3 (ωB97M-V/def2-TZVPD, OMol25).

Last column: Mulliken charge in e.
Element x y z (Å)
1 O -0.53 1.18 -1.03  -0.3688
2 C -0.54 0.14 -0.21  -0.2016
3 O -1.29 0.02 0.80  -0.5575
4 O 0.34 -0.67 -0.42  -0.1818
5 H 0.19 0.81 -1.55  0.0710
6 C 6.35 -1.09 -5.37  -1.4107
7 C 4.84 -1.20 -5.44  -0.1746
8 C 4.27 -2.23 -4.52  -0.8458
9 N 2.82 -2.75 -4.88  0.5904
10 C 2.85 -3.51 -6.23  -1.0432
11 C 1.77 -1.60 -4.97  -0.6200
12 C 0.70 -1.90 -3.96  -0.6526
13 C 1.34 -2.70 -2.88  0.9629
14 C 2.26 -3.59 -3.67  -1.0229
15 H 6.75 -0.59 -4.49  0.3331
16 H 6.82 -0.59 -6.22  0.3749
17 H 6.83 -2.07 -5.40  0.3665
18 H 4.57 -1.25 -6.49  0.2884
19 H 4.30 -0.34 -5.05  0.2795
20 H 4.29 -1.86 -3.50  0.2684
21 H 4.97 -3.06 -4.50  0.5896
22 H 1.82 -3.84 -6.39  0.4780
23 H 3.49 -4.39 -6.16  0.3518
24 H 3.20 -2.86 -7.03  0.3768
25 H 1.23 -1.50 -5.92  0.3652
26 H 1.99 -0.58 -4.64  0.1298
27 H -0.02 -2.60 -4.37  0.3321
28 H 0.13 -1.03 -3.62  0.4268
29 H 0.61 -3.20 -2.24  -0.0779
30 H 1.76 -2.12 -2.05  -0.3885
31 H 1.88 -4.52 -4.09  0.3217
32 H 3.09 -3.90 -3.04  0.4163
33 C -3.17 5.05 -2.19  -1.6018
34 C -1.83 4.48 -1.99  0.4320
35 C -0.79 5.57 -2.03  -0.8979
36 N 0.64 5.20 -1.58  0.1190
37 C 1.15 3.89 -2.34  -0.8390
38 C 1.70 6.36 -1.78  -0.5117
39 C 2.69 6.19 -0.56  -0.8896
40 C 2.17 5.11 0.41  -0.2486
41 C 0.70 4.93 -0.09  -0.2623
42 H -3.81 4.17 -2.21  0.4164
43 H -3.25 5.81 -2.97  0.3846
44 H -3.64 5.54 -1.34  0.3540
45 H -1.63 3.67 -2.69  0.2997
46 H -1.85 3.97 -1.03  -0.0289
47 H -0.88 6.49 -1.44  0.4413
48 H -0.71 5.78 -3.10  0.4767
49 H 0.96 4.22 -3.36  0.3534
50 H 0.47 3.12 -1.97  0.2265
51 H 2.17 3.60 -2.11  0.4183
52 H 2.04 6.32 -2.82  0.4002
53 H 1.08 7.24 -1.64  0.4177
54 H 3.67 5.82 -0.86  0.3368
55 H 2.91 7.14 -0.07  0.4213
56 H 2.83 4.26 0.28  -0.2316
57 H 2.46 5.54 1.38  0.5310
58 H 0.47 3.88 0.10  0.0288
59 H 0.14 5.60 0.56  0.5000
60 C -0.59 -5.48 -0.39  -1.5343
61 C -1.05 -4.18 0.37  0.4700
62 C -1.44 -4.64 1.80  -1.0534
63 N -2.15 -3.57 2.70  0.4809
64 C -3.31 -2.73 2.00  -1.2836
65 C -1.21 -2.57 3.32  -0.2822
66 C -1.76 -2.32 4.76  -0.5740
67 C -2.23 -3.71 5.20  -0.6853
68 C -2.80 -4.33 3.96  -0.4524
69 H -0.54 -5.30 -1.46  0.3822
70 H -1.48 -6.11 -0.31  0.4335
71 H 0.26 -6.05 -0.03  0.3595
72 H -1.72 -3.68 -0.32  0.2691
73 H -0.24 -3.45 0.39  -0.1059
74 H -0.65 -5.14 2.35  0.4183
75 H -2.31 -5.30 1.77  0.5961
76 H -2.85 -2.22 1.16  0.1394
77 H -3.70 -1.99 2.70  0.6296
78 H -4.12 -3.44 1.83  0.4528
79 H -1.07 -1.70 2.69  -0.0136
80 H -0.29 -3.16 3.26  0.3009
81 H -2.56 -1.59 4.64  0.1633
82 H -0.97 -1.87 5.37  0.4587
83 H -3.00 -3.44 5.92  0.3909
84 H -1.49 -4.38 5.64  0.3142
85 H -3.89 -4.23 3.92  0.3018
86 H -2.69 -5.41 3.95  0.4334
87 C -7.46 -0.41 -0.16  -1.3466
88 C -6.48 0.78 0.18  -0.7683
89 C -5.41 0.51 1.20  -0.2581
90 N -4.74 1.79 1.80  0.3126
91 C -4.16 2.54 0.58  -1.2801
92 C -3.65 1.28 2.78  0.3234
93 C -3.44 2.42 3.84  -0.8016
94 C -4.72 3.24 3.71  -0.6676
95 C -5.67 2.55 2.71  -0.6272
96 H -7.99 -0.64 0.76  0.3566
97 H -6.77 -1.18 -0.50  0.3130
98 H -8.11 -0.26 -1.02  0.3967
99 H -7.01 1.69 0.46  0.4057
100 H -6.06 1.05 -0.79  0.3822
101 H -4.57 -0.18 1.04  0.2652
102 H -6.03 0.19 2.03  0.3334
103 H -3.41 1.83 0.25  0.4250
104 H -3.62 3.36 1.05  0.5203
105 H -4.91 2.71 -0.20  0.3366
106 H -2.79 0.88 2.24  -0.0756
107 H -4.20 0.48 3.27  0.1762
108 H -2.52 2.93 3.54  0.3805
109 H -3.26 2.07 4.86  0.4071
110 H -4.52 4.21 3.27  0.3411
111 H -5.21 3.22 4.69  0.4012
112 H -6.23 3.26 2.11  0.4541
113 H -6.33 1.80 3.14  0.4068
114 C 5.73 -3.63 1.61  -1.3919
115 C 4.46 -2.68 1.32  0.0590
116 C 4.42 -1.59 2.36  -0.9221
117 N 3.24 -0.52 2.28  0.4361
118 C 1.86 -1.25 2.33  -1.1037
119 C 3.43 0.64 3.34  -0.4664
120 C 3.32 1.98 2.60  -0.8174
121 C 2.74 1.59 1.25  0.3337
122 C 3.29 0.15 0.87  -0.5018
123 H 5.67 -4.17 2.55  0.3822
124 H 6.62 -3.00 1.72  0.3871
125 H 6.04 -4.28 0.79  0.3722
126 H 3.59 -3.33 1.26  0.1740
127 H 4.70 -2.28 0.33  0.1623
128 H 5.35 -1.03 2.28  0.5403
129 H 4.41 -2.10 3.32  0.4960
130 H 1.06 -0.54 2.12  0.3249
131 H 1.69 -1.71 3.30  0.4509
132 H 1.93 -2.05 1.60  0.1174
133 H 2.62 0.53 4.06  0.3221
134 H 4.45 0.45 3.68  0.3762
135 H 2.73 2.69 3.18  0.4079
136 H 4.28 2.45 2.43  0.3771
137 H 1.65 1.61 1.26  -0.3273
138 H 3.09 2.23 0.43  0.4526
139 H 2.69 -0.23 0.04  -0.2242
140 H 4.33 0.36 0.63  0.6364

Molar mass (u): 702.21
Multiplicity: 1
LUMO energy (eV): -7.93
Charge: +4

---

[2]
# C5H10N2O2

A single C5H10N2O2 molecule (ωB97M-V/def2-TZVPD, OMol25).

Last column: natural (NBO) charge in e.
Element x y z (Å)
1 C 0.33 2.54 -0.03  -0.2604
2 O -0.30 1.35 0.01  -0.4275
3 N 0.62 0.37 0.05  -0.2772
4 C 0.20 -0.83 0.02  0.6416
5 O 1.19 -1.74 -0.08  -0.4717
6 C 2.50 -1.20 0.03  -0.2672
7 N -1.02 -1.41 -0.06  -0.4668
8 C -2.27 -0.86 -0.69  -0.2434
9 C -1.96 -0.82 0.79  -0.2382
10 H 1.45 2.43 0.46  0.2150
11 H 0.40 2.99 -1.23  0.1626
12 H -0.60 3.13 0.57  0.1954
13 H 2.66 -0.57 -0.89  0.1857
14 H 3.24 -2.00 -0.12  0.1932
15 H 2.66 -0.58 0.93  0.1980
16 H -2.01 0.13 -1.30  0.2224
17 H -2.86 -1.65 -1.14  0.2189
18 H -2.49 -1.50 1.45  0.1998
19 H -1.73 0.22 1.24  0.2200

Molar mass (u): 130.15
SMILES: CO/N=C(/OC)N1CC1
Multiplicity: 1
LUMO energy (eV): 0.94

---

[3]
# C33H48ClN6O3SSeTl

A molecular structure, C33H48ClN6O3SSeTl (ωB97M-V/def2-TZVPD, OMol25).

Last column: Mulliken charge in e.
Element x y z (Å)
1 Tl -0.04 -0.12 0.05  1.6426
2 C -1.88 2.86 0.03  -1.1525
3 C -0.39 3.22 -0.23  -0.4932
4 N 0.49 2.53 0.68  0.0882
5 C 0.33 2.82 2.09  -0.7214
6 C 0.53 1.56 2.97  -0.9933
7 N -0.26 0.42 2.55  -0.0976
8 C -1.70 0.43 2.80  -1.1115
9 C -2.52 1.41 1.92  -0.7546
10 N -2.06 1.53 0.55  0.0405
11 H -2.31 3.60 0.71  0.3781
12 H -2.41 2.94 -0.92  0.4155
13 H -0.13 2.90 -1.24  0.1608
14 H -0.30 4.32 -0.18  0.5208
15 H 1.46 2.60 0.39  0.1262
16 H 1.06 3.57 2.43  0.5315
17 H -0.66 3.23 2.27  0.2736
18 H 1.58 1.27 2.92  0.3876
19 H 0.30 1.84 4.00  0.3966
20 H 0.13 -0.43 2.93  0.3354
21 H -2.05 -0.58 2.60  0.4655
22 H -1.90 0.69 3.85  0.4822
23 H -3.54 1.01 1.92  0.4305
24 H -2.55 2.39 2.39  0.4576
25 H -2.63 0.97 -0.10  0.4989
26 C 5.52 -2.59 -0.56  -1.0634
27 C 5.55 -2.20 -2.04  0.2743
28 C 4.47 -2.89 -2.87  -0.8705
29 C 3.05 -2.36 -2.60  -0.1417
30 N 2.92 -1.00 -3.06  1.1456
31 C 2.94 0.12 -2.31  -1.1233
32 Se 2.85 0.13 -0.46  -0.3253
33 N 2.99 1.21 -3.11  1.1096
34 C 2.93 2.60 -2.71  -0.2230
35 C 4.01 3.09 -1.74  -0.3930
36 C 5.41 3.20 -2.32  -0.8335
37 C 6.08 1.86 -2.59  -0.8676
38 C 2.94 0.78 -4.42  0.8287
39 C 2.90 1.47 -5.62  -0.9839
40 C 2.75 0.72 -6.77  -0.7774
41 C 2.66 -0.68 -6.73  -0.8768
42 C 2.74 -1.37 -5.55  -0.9130
43 C 2.88 -0.63 -4.38  0.7827
44 H 6.37 -2.16 -0.05  0.4172
45 H 5.56 -3.67 -0.45  0.3711
46 H 4.62 -2.22 -0.08  0.0310
47 H 6.52 -2.49 -2.45  0.4712
48 H 5.47 -1.12 -2.13  -0.4271
49 H 4.47 -3.96 -2.66  0.4927
50 H 4.70 -2.76 -3.93  0.4516
51 H 2.83 -2.40 -1.54  -0.6143
52 H 2.32 -2.96 -3.13  0.5440
53 H 1.94 2.78 -2.28  -0.4003
54 H 3.01 3.19 -3.63  0.4132
55 H 4.04 2.45 -0.86  0.1624
56 H 3.69 4.08 -1.41  0.5187
57 H 6.02 3.74 -1.58  0.3973
58 H 5.40 3.80 -3.23  0.3298
59 H 5.95 1.20 -1.74  0.1603
60 H 7.14 2.00 -2.74  0.4526
61 H 5.69 1.38 -3.48  0.1913
62 H 2.97 2.54 -5.67  0.4842
63 H 2.68 1.23 -7.72  0.4472
64 H 2.51 -1.21 -7.66  0.4646
65 H 2.66 -2.45 -5.53  0.4972
66 C -6.69 -5.07 -2.96  -1.4555
67 C -5.58 -4.18 -2.51  0.9285
68 C -5.47 -3.81 -1.18  -0.8103
69 C -4.47 -2.94 -0.77  -0.7002
70 C -3.57 -2.47 -1.70  0.3578
71 C -3.65 -2.82 -3.04  -0.5458
72 C -4.66 -3.68 -3.43  -0.8100
73 S -2.47 -1.18 -1.16  1.2121
74 O -3.21 0.07 -1.32  -0.8826
75 O -1.20 -1.16 -1.93  -0.5776
76 O -2.13 -1.42 0.26  -0.5082
77 H -7.32 -5.37 -2.12  0.3545
78 H -6.30 -5.97 -3.43  0.3542
79 H -7.30 -4.55 -3.69  0.3511
80 H -6.18 -4.17 -0.46  0.3310
81 H -4.39 -2.63 0.26  0.4748
82 H -2.96 -2.41 -3.75  0.5112
83 H -4.75 -3.96 -4.47  0.4190
84 Cl -0.40 -6.01 -1.20  -0.1870
85 C 0.52 -4.85 -0.34  -0.1985
86 C 1.63 -5.23 0.41  -0.3691
87 C 2.33 -4.26 1.11  -0.8835
88 C 1.88 -2.95 1.05  -0.4436
89 N 0.83 -2.59 0.33  0.4272
90 C 0.16 -3.51 -0.36  -0.3960
91 H 1.93 -6.27 0.46  0.5121
92 H 3.19 -4.52 1.71  0.5333
93 H 2.39 -2.16 1.59  0.4975
94 H -0.68 -3.16 -0.93  0.5911

Molar mass (u): 927.65
Multiplicity: 1
LUMO energy (eV): -7.76
Charge: +2